ORCA calculation (wB97M-V/def2-TZVPD) on C4H6N2 in the gas phase in a non-equilibrium geometry.

Cartesian coordinates (Å):
1 H 2.0640 -0.1886 -1.5144
2 N 1.4030 -0.9770 -1.5776
3 C 0.5918 -0.5214 -0.7278
4 C -0.6325 -1.0871 -0.0431
5 C -0.6536 0.1609 0.8372
6 N -0.8241 1.3127 -0.0512
7 C 0.5341 0.7774 0.1955
8 H -1.5086 -1.2429 -0.6743
9 H -0.3777 -2.0065 0.4929
10 H -0.9347 0.1976 1.8810
11 H -0.9496 2.1487 0.5214
12 H 1.2878 1.4261 0.6604

E_tot   -265.4296 a.u.
Kohn-Sham gap   0.3795 hartree
Relative energy (zero: lowest compared OMol25 entry of this formula, charge and spin)   66.5 kcal per mole
Highest occupied orbital energy   -9.380 eV
Total charge   0
Lowest unoccupied orbital energy   0.0348 hartree